Computed, not measured: a cluster of 5 separate species, C12H25BrO7S in total, with ωB97M-V/def2-TZVPD.

Calculated values
F_max	2.05	eV/Å
gap between HOMO and LUMO	0.32647	Eh
electronic energy	-3971.0374	hartree
spin multiplicity	1
molar mass	393.3	g mol⁻¹
LUMO level	-0.03	eV

Atoms and positions in Å:
1 O 1.1341 0.5861 -4.2634
2 S 0.2121 -0.4701 -4.1022
3 O 0.8332 -1.7075 -4.9598
4 O -1.1291 -0.0623 -5.0250
5 Br -2.4483 -1.1448 -4.3414
6 H 0.5434 -2.5025 -4.4580
7 C -1.8453 1.5060 0.5142
8 C -0.8858 1.3278 -0.6359
9 O -1.0732 0.4990 -1.4981
10 C 0.3194 2.2301 -0.6585
11 H -2.6651 0.7982 0.4140
12 H -1.3353 1.3345 1.4609
13 H -2.2421 2.5184 0.5178
14 H 0.9119 2.0749 0.2424
15 H 0.0013 3.2737 -0.7059
16 H 0.9297 2.0017 -1.5291
17 C 1.7253 -5.9987 -1.9724
18 C 1.2286 -5.2184 -3.1638
19 O 0.3604 -4.3850 -3.0522
20 C 1.8646 -5.5269 -4.4971
21 H 1.1897 -5.6827 -1.0817
22 H 1.5638 -7.0660 -2.1298
23 H 2.7928 -5.8238 -1.8318
24 H 1.7074 -6.5760 -4.7516
25 H 2.9375 -5.3350 -4.4535
26 H 1.4216 -4.9028 -5.2686
27 C -4.1346 4.0534 4.5889
28 C -3.4741 4.0232 3.2315
29 O -2.6680 3.1744 2.9383
30 C -3.8714 5.1067 2.2571
31 H -3.7660 3.2275 5.1907
32 H -3.9101 4.9943 5.0935
33 H -5.2166 3.9649 4.4814
34 H -3.6370 6.0880 2.6722
35 H -4.9433 5.0583 2.0599
36 H -3.3302 4.9762 1.3241
37 C 1.8796 -0.1025 3.2010
38 C 2.9633 0.3092 2.2329
39 O 2.7201 0.9811 1.2608
40 C 4.3656 -0.1602 2.5376
41 H 0.9243 0.2963 2.8707
42 H 1.8159 -1.1905 3.2511
43 H 2.1025 0.2807 4.1979
44 H 4.3983 -1.2505 2.5625
45 H 4.6853 0.2210 3.5086
46 H 5.0440 0.2007 1.7699

Cartesian forces (eV/Å) of the 3 atoms listed first:
O 0.924 1.511 -0.791
S -0.519 -1.379 1.426
O -0.459 -0.298 0.128


Computed, not measured: a structure of composition C12H25CdO11P2, with ωB97M-V/def2-TZVPD.

Calculated values
net charge	+1
F_max	3.43	eV/Å
relative energy (zero: lowest compared OMol25 entry of this formula, charge and spin)	139.8	kcal/mol
gap between HOMO and LUMO	0.05863	Eh
electronic energy	-2150.0517	hartree
spin multiplicity	1
molar mass	519.7	g mol⁻¹
LUMO level	-8.12	eV

Atoms and positions in Å:
1 Cd -1.9575 -2.9247 -0.6426
2 O -1.7810 -0.2477 -0.9571
3 H -1.0034 0.1746 -1.3713
4 C -4.2725 3.1085 1.2251
5 C -5.3129 3.5530 2.0083
6 C -5.2951 4.8373 2.5174
7 C -4.2549 5.6722 2.1972
8 C -3.2379 5.2767 1.3635
9 C -3.2056 3.9797 0.9380
10 O -2.1979 3.5332 0.1821
11 O -6.2185 5.2686 3.5058
12 H -4.3400 2.0615 0.9689
13 H -6.1871 3.0116 2.3387
14 H -4.3124 6.6884 2.5584
15 H -2.4540 5.9345 1.0183
16 H -2.3137 2.5959 0.0104
17 H -6.0738 6.1878 3.7419
18 C 2.4173 -5.0365 -4.4176
19 O 2.7115 -3.6382 -4.3620
20 P 1.6379 -2.5558 -3.7930
21 O 0.5299 -3.1703 -3.0171
22 O 2.3676 -1.4602 -2.8960
23 C 3.6658 -0.9673 -3.2605
24 O 1.2320 -1.6511 -5.0575
25 C 0.6485 -0.3706 -4.9683
26 H 1.9705 -5.3755 -5.3522
27 H 1.7662 -5.3436 -3.5991
28 H 3.3265 -5.6303 -4.5121
29 H 4.3456 -1.2283 -2.4495
30 H 3.5843 0.1192 -3.2288
31 H 4.1903 -1.3036 -4.1548
32 H -0.3695 -0.6207 -4.6696
33 H 0.7565 0.1678 -5.9099
34 H 1.0280 0.2801 -4.1805
35 C 3.1920 -3.7820 2.7106
36 O 2.4316 -2.9133 3.5834
37 P 1.3984 -1.8639 2.7860
38 O 0.5356 -2.4261 1.6952
39 O 2.4960 -0.7799 2.3231
40 C 2.1382 0.4703 1.9399
41 O 0.6761 -1.1873 4.0286
42 C -0.0221 -0.0005 4.0777
43 H 3.1367 -3.5366 1.6500
44 H 2.8584 -4.8170 2.7844
45 H 4.2325 -3.5332 2.9195
46 H 2.4574 1.2481 2.6336
47 H 1.0877 0.4420 1.6502
48 H 2.7309 0.8025 1.0876
49 H 0.6419 0.8194 4.3513
50 H -0.8055 -0.1609 4.8184
51 H -0.5766 0.2925 3.1862

Cartesian forces (eV/Å) of the 3 atoms listed first:
Cd 1.499 2.985 -0.501
O -0.658 -1.831 0.451
H 0.096 -0.923 0.019


Computed, not measured: a structure of composition C12H25ClI2NP2Tc, with ωB97M-V/def2-TZVPD.

Calculated values
net charge	+3
expectation value of S²	3.851
F_max	5.91	eV/Å
relative energy (zero: lowest compared OMol25 entry of this formula, charge and spin)	9.1	kcal/mol
gap between HOMO and LUMO (alpha / beta)	0.18738 / 0.20554	Eh
electronic energy	-2344.9936	hartree
spin multiplicity	4
molar mass	632.5	g mol⁻¹
LUMO level (alpha / beta)	-13.92 / -13.51	eV

Atoms and positions in Å:
1 I -0.0600 -1.0247 -3.4075
2 I -0.0241 2.0746 -1.6071
3 Tc 0.0232 -0.4342 0.1157
4 P -2.1710 0.1511 -0.0577
5 C -2.8849 -0.0593 -1.7242
6 C -3.2175 -0.9038 0.9894
7 H -4.2184 -0.4649 1.0388
8 H -3.6990 1.8840 0.6358
9 H -2.8012 -1.0019 1.9977
10 H -2.0814 2.1455 1.3568
11 H -2.5350 -1.0147 -2.1466
12 H -3.2731 -1.9000 0.5389
13 C -2.6215 1.8521 0.4534
14 H -3.9886 -0.0447 -1.7001
15 H -2.3614 2.5601 -0.3373
16 H -2.4987 0.7539 -2.3583
17 P 2.1847 0.1318 -0.1231
18 C 2.8689 -0.0362 -1.7872
19 C 2.6716 1.8162 0.4052
20 H 2.9662 -0.9344 1.9158
21 H 4.3297 -0.5837 0.7674
22 H 3.2060 -1.9659 0.4594
23 C 3.2891 -0.9465 0.8673
24 H 2.1467 2.1123 1.3181
25 H 3.7552 1.8485 0.5721
26 H 3.9720 -0.0912 -1.7840
27 H 2.5056 0.8240 -2.3661
28 H 2.3946 2.5143 -0.3935
29 H 2.4510 -0.9545 -2.2230
30 Cl 0.1539 0.1733 2.3364
31 C -1.0367 -6.8029 0.5198
32 C -0.6612 -5.3530 0.5753
33 C -0.4405 -4.6518 1.7733
34 C -0.1501 -3.2938 1.7431
35 N -0.0486 -2.5860 0.5813
36 C -0.1796 -3.2946 -0.5503
37 C -0.4763 -4.6448 -0.6059
38 H -0.1541 -7.4125 0.7658
39 H -1.8393 -7.0553 1.2225
40 H -1.3727 -7.0814 -0.4897
41 H -0.5495 -5.1601 2.7351
42 H -0.0507 -2.7448 2.6739
43 H -0.0869 -2.7148 -1.4838
44 H -0.6044 -5.0565 -1.6024

Cartesian forces (eV/Å) of the 3 atoms listed first:
I 0.114 0.591 0.319
I 0.163 -1.504 0.429
Tc -0.362 -3.570 2.106


Computed, not measured: a structure of composition C12H25F3NO5P2SZr, with ωB97M-V/def2-TZVPD.

Calculated values
net charge	+1
F_max	3.89	eV/Å
gap between HOMO and LUMO	0.30001	Eh
electronic energy	-2330.5569	hartree
spin multiplicity	1
molar mass	505.6	g mol⁻¹
LUMO level	-4.34	eV

Atoms and positions in Å:
1 C 2.0182 0.0360 -3.8446
2 C 1.3353 0.3777 -2.6787
3 N 1.0396 -0.5530 -1.7349
4 C 1.5291 -1.8077 -1.8909
5 C 2.2233 -2.1833 -3.0346
6 C 2.4686 -1.2631 -4.0440
7 C 0.8751 1.8139 -2.5222
8 P 0.6635 2.2920 -0.7507
9 Zr -0.2045 0.0835 0.2794
10 P -0.1268 -2.5102 0.2479
11 C 1.3241 -2.8743 -0.8205
12 O -1.7781 2.3133 -3.5069
13 O -3.2505 1.7772 -1.2156
14 H 2.1682 0.8167 -4.5853
15 H 2.5496 -3.2189 -3.1079
16 H 2.9934 -1.5463 -4.9510
17 C 2.2791 2.9066 -0.2113
18 C -0.4373 3.7208 -0.6797
19 H 1.1659 -3.8607 -1.2908
20 H 2.2130 -2.9397 -0.1563
21 H -0.1279 1.9665 -3.0268
22 H 1.6150 2.5018 -2.9748
23 C 0.1601 -3.3533 1.8156
24 C -1.5237 -3.3905 -0.4980
25 H -2.7570 0.9226 -1.0511
26 H -3.5375 2.0470 -0.3245
27 H -2.3795 2.1692 -2.7351
28 H -2.1272 1.7563 -4.2202
29 H 1.5048 -0.0190 0.7169
30 H -1.6629 -0.0977 -0.7926
31 H 2.5784 3.8160 -0.7483
32 H 2.2078 3.1074 0.8666
33 H 3.0270 2.1177 -0.3451
34 H -0.0467 4.5666 -1.2543
35 H -1.4381 3.4525 -1.0336
36 H -0.5330 4.0042 0.3756
37 H -1.3777 -4.4780 -0.4875
38 H -2.4183 -3.1220 0.0795
39 H -1.6720 -3.0299 -1.5216
40 H 0.2785 -4.4320 1.6604
41 H 1.0431 -2.9399 2.3119
42 H -0.6932 -3.1545 2.4731
43 F 0.2525 0.5343 5.3094
44 C -0.0192 -0.3893 4.3640
45 F 1.0594 -0.4679 3.5148
46 F -0.1528 -1.6015 4.9574
47 S -1.5519 0.1136 3.3303
48 O -2.0805 -1.1371 2.7879
49 O -2.3383 0.9477 4.1935
50 O -0.9045 0.9066 2.1827

Cartesian forces (eV/Å) of the 3 atoms listed first:
C 0.071 0.012 -0.009
C -0.117 -0.141 -0.194
N 0.204 0.164 0.120


Computed, not measured: a cluster of 2 separate species, C12H25IN3O4 in total, with ωB97M-V/def2-TZVPD.

Calculated values
net charge	+1
F_max	1.04	eV/Å
relative energy (zero: lowest compared OMol25 entry of this formula, charge and spin)	54.2	kcal/mol
gap between HOMO and LUMO	0.34934	Eh
electronic energy	-1234.8441	hartree
spin multiplicity	1
molar mass	402.3	g mol⁻¹
LUMO level	-2.81	eV

Atoms and positions in Å:
1 C 1.4470 -1.9531 1.9883
2 C 1.7781 -0.6711 1.8716
3 C 2.1608 -0.0936 0.5491
4 N 1.2287 0.9976 0.0230
5 C 1.3081 0.9258 -1.4798
6 C 0.3819 1.8611 -2.2528
7 O -0.6323 1.4548 -2.7044
8 O 0.7814 3.1447 -2.3690
9 O -0.0691 0.7674 0.4906
10 C -0.7486 -0.3906 -0.0550
11 C -1.8688 -0.7209 0.8937
12 C -2.9676 0.3668 0.8893
13 C 1.6524 2.4361 0.4814
14 I -0.0666 3.7000 0.7995
15 C 2.5447 2.5071 1.7160
16 C 4.0498 2.2988 1.4436
17 H 1.2317 -2.3928 2.9489
18 H 1.3848 -2.5852 1.1121
19 H 1.8192 -0.0717 2.7662
20 H 3.1637 0.3114 0.5174
21 H 2.1309 -0.9031 -0.1758
22 H 2.3456 1.1331 -1.7381
23 H 1.0777 -0.0824 -1.7966
24 H 1.6219 3.2054 -2.8440
25 H -1.1623 -0.1511 -1.0315
26 H -0.0688 -1.2349 -0.1738
27 H -2.3296 -1.6414 0.5620
28 H -1.4816 -0.8077 1.9056
29 H -2.9793 0.9245 1.8237
30 H -2.8157 1.0905 0.0918
31 H -3.9467 -0.0824 0.7677
32 H 2.1760 2.8670 -0.3597
33 H 2.1871 1.8744 2.5142
34 H 2.4230 3.5174 2.0933
35 H 4.2603 2.1679 0.3825
36 H 4.4461 1.4314 1.9665
37 H 4.6171 3.1639 1.7713
38 C -3.8636 -3.1001 -1.6653
39 O -3.8325 -2.0273 -1.0764
40 N -4.7911 -4.0558 -1.3803
41 N -2.9751 -3.4132 -2.6568
42 H -4.8446 -4.9358 -1.8566
43 H -5.4646 -3.8456 -0.6679
44 H -2.3143 -2.7093 -2.9225
45 H -2.9951 -4.2779 -3.1631

Cartesian forces (eV/Å) of the 3 atoms listed first:
C 0.143 0.467 -0.232
C -0.108 -0.354 0.254
C 0.005 -0.412 0.008